Entry 1:
Below is one molecule with the formula C3H6O, with properties calculated with ωB97M-V/def2-TZVPD.

```
10
Properties=species:S:1:pos:R:3:forces:R:3:lowdin_charge:R:1
C 0.826 1.171 0.150 0.5 0.4 -0.1 -0.034
C -0.653 0.216 0.322 -0.1 -0.5 0.2 -0.289
O 0.161 0.166 1.342 -0.2 0.1 -0.2 -0.068
C -0.820 -1.139 -0.340 0.0 0.1 -0.1 -0.103
H 1.826 0.911 0.526 -0.2 0.0 -0.1 0.094
H 0.840 0.933 -0.923 -0.1 0.0 0.1 0.093
H 0.531 2.191 0.357 0.0 -0.2 0.0 0.084
H -1.088 -1.047 -1.397 0.0 0.0 0.2 0.067
H 0.050 -1.799 -0.208 -0.1 0.1 0.0 0.078
H -1.674 -1.603 0.171 0.1 0.1 -0.1 0.077
```
Positions in Å, forces in eV/Å.

Properties
gap between HOMO and LUMO = 8.4619 eV
E_HOMO = -0.28536 hartree
relative energy (zero: lowest compared OMol25 entry of this formula, charge and spin) = 474.6 kJ/mol
spin multiplicity = 1
molecular weight = 58.08 g/mol
total energy = -192.96246 Eh

***

Entry 2:
Below is one molecule with the formula C3H6O2, with properties calculated with ωB97M-V/def2-TZVPD.

```
11
Properties=species:S:1:pos:R:3:forces:R:3:lowdin_charge:R:1
O -1.121 1.125 -1.316 0.0 -0.2 -0.2 -0.054
C -0.788 0.503 0.307 0.1 -0.1 0.0 -0.001
C 0.416 -0.166 -0.093 -0.1 0.2 0.3 -0.353
C 1.453 -0.786 0.718 0.3 0.1 0.2 -0.154
O 0.513 -1.592 0.015 -0.1 -0.2 -0.1 -0.083
H -1.695 0.469 -1.755 0.1 0.2 0.1 0.099
H -0.717 1.467 0.807 0.0 -0.2 -0.1 0.107
H -1.713 -0.043 0.498 0.1 0.0 0.0 0.111
H -0.109 0.695 -1.386 -0.2 0.1 0.0 0.121
H 1.366 -0.838 1.806 0.0 0.0 -0.2 0.107
H 2.478 -0.819 0.345 -0.2 0.0 0.0 0.100
```
Positions in Å, forces in eV/Å.

Properties
gap between HOMO and LUMO = 8.7178 eV
E_HOMO = -0.28901 hartree
relative energy (zero: lowest compared OMol25 entry of this formula, charge and spin) = 538.3 kJ/mol
spin multiplicity = 1
molecular weight = 74.08 g/mol
total energy = -268.20020 Eh